{"formula": "C3H12N2S", "method": "the ωB97M-V functional and the def2-TZVPD basis", "total_energy_ev": -17111.316, "homo_lumo_gap_ev": [10.378, 2.675], "s_squared": 0.759, "total_charge": 1, "spin_multiplicity": 2, "homo_ev": [-13.4, -11.6], "symbols": ["C", "C", "S", "H", "H", "H", "H", "H", "H", "N", "C", "N", "H", "H", "H", "H", "H", "H"], "coordinates": [[-2.190, -1.331, -2.234], [-2.387, -2.542, -1.291], [-1.926, -2.052, 0.485], [-1.233, -0.866, -2.025], [-2.946, -0.545, -2.230], [-2.162, -1.811, -3.215], [-3.437, -2.830, -1.439], [-1.652, -3.333, -1.515], [-0.776, -2.790, 0.491], [0.785, 1.998, 1.367], [2.162, 1.852, 2.047], [3.247, 1.900, 1.147], [0.867, 1.668, 0.400], [0.682, 3.008, 1.280], [2.179, 2.672, 2.759], [2.118, 0.973, 2.676], [3.235, 1.170, 0.443], [3.434, 2.859, 0.855]], "mulliken_spin": [0.014, -0.012, 0.319, -0.002, -0.003, 0.004, 0.007, 0.001, -0.006, 0.390, -0.013, 0.347, -0.009, -0.012, 0.003, 0.000, -0.012, -0.015]}